(1)
DFT (the ωB97M-V functional and the def2-TZVPD basis) results for a structure of composition C11H14ClNS in a non-equilibrium geometry.

Last column: Mulliken charge in e.
Element x y z (Å)
C  -4.5717  -0.6163  -0.1090  -0.60
C  -3.7032  -1.0612  0.8988  -0.42
C  -4.0783  0.2729  -1.0616  -0.41
C  -2.4120  -0.5774  1.0642  -0.29
C  -2.7732  0.8128  -0.8635  -0.23
C  -1.9600  0.3122  0.1375  0.15
C  -0.4727  0.6659  0.1624  0.07
C  2.9949  -1.2237  -0.5068  -1.21
C  2.7561  1.1749  -1.0438  -1.40
C  2.8286  0.4345  1.4321  -1.27
C  2.7777  0.1077  -0.0792  1.06
N  0.4425  -0.1997  0.0404  -0.11
S  0.1908  -1.7063  -0.5280  -0.18
Cl  -0.0639  2.1959  0.9476  -0.13
H  -5.4503  -0.9961  -0.4308  0.45
H  -4.0718  -1.8604  1.5239  0.35
H  -4.6096  0.6597  -1.9611  0.33
H  -1.7840  -1.0056  1.8277  0.47
H  -2.3494  1.6241  -1.4578  0.39
H  3.5101  -1.3262  -1.4771  0.35
H  3.3757  -1.8088  0.3527  0.38
H  2.0024  -1.7838  -0.6441  0.20
H  3.8145  1.6898  -1.0374  0.34
H  2.2580  1.9536  -0.5849  0.42
H  2.6019  0.9055  -2.1115  0.32
H  3.9091  0.8053  1.7879  0.24
H  2.2489  1.1297  1.8253  0.41
H  2.5890  -0.5788  1.8964  0.32

Calculated values
Spin multiplicity: 3
Energy above the lowest of the compared OMol25 structures with the same formula, charge and spin (kcal per mole): 0.00
HOMO (spin up / spin down) (eV): -5.08 / -8.16
E_tot (eV): -36475.320
Kohn-Sham gap (spin up / spin down) (eV): 5.33 / 5.63
Lowest unoccupied orbital energy (spin up / spin down) (eV): 0.252 / -2.525


(2)
DFT (the ωB97M-V functional and the def2-TZVPD basis) results for a cluster of 2 separate species, C5H15N3 in total in a non-equilibrium geometry.

Last column: Mulliken charge in e.
Element x y z (Å)
C  1.1221  0.0644  -0.9723  0.59
C  2.4381  -0.2615  -0.3158  -1.34
C  0.6485  -0.9715  -1.9558  -1.29
N  -0.5996  -0.9605  0.4341  -0.58
H  1.1727  1.0287  -1.4645  0.28
H  -1.3103  -1.6163  0.1121  0.23
H  -0.0265  -1.3465  1.1787  0.18
H  -0.3913  -0.8047  -2.2388  0.33
H  3.2222  -0.3072  -1.0833  0.38
H  2.7569  0.5292  0.3650  0.37
H  2.4135  -1.2160  0.2153  0.29
H  1.2808  -0.9223  -2.8526  0.41
H  0.7472  -1.9898  -1.5729  0.30
C  -1.5014  0.6120  2.0965  -1.70
C  -1.0257  0.4415  0.6424  1.03
N  -2.1357  0.6546  -0.2736  -0.66
N  0.0566  1.2782  0.2752  -0.71
H  -1.8206  1.0508  -1.1535  0.21
H  -2.8658  1.2447  0.1102  0.27
H  0.6524  1.5147  1.0671  0.23
H  -2.3530  -0.0370  2.3211  0.38
H  -1.7852  1.6515  2.2727  0.42
H  -0.6960  0.3629  2.7928  0.42

Calculated values
Energy above the lowest of the compared OMol25 structures with the same formula, charge and spin (kcal per mole): 74.05
HOMO (eV): -8.06
E_tot (eV): -9895.940
Kohn-Sham gap (eV): 9.06
Lowest unoccupied orbital energy (eV): 0.995


(3)
DFT (the ωB97M-V functional and the def2-TZVPD basis) results for a structure of composition C3Cl3NO2S in a non-equilibrium geometry.

Last column: Mulliken charge in e.
Element x y z (Å)
C  -1.2125  -0.8870  -0.5344  0.51
C  -1.0796  1.0419  0.4899  0.34
C  1.4545  -0.0252  0.0610  0.50
N  -0.2523  0.1074  -0.0190  0.01
O  -0.9576  -1.9054  -1.0254  -0.42
O  -1.0263  2.1198  0.9568  -0.45
S  -2.6071  -0.0758  0.0519  -0.22
Cl  2.1190  1.3206  0.9316  -0.08
Cl  1.6527  -1.5719  0.7085  -0.09
Cl  1.9091  -0.1244  -1.6210  -0.10

Calculated values
Energy above the lowest of the compared OMol25 structures with the same formula, charge and spin (kcal per mole): 0.00
HOMO (eV): -10.33
E_tot (eV): -57097.238
Kohn-Sham gap (eV): 10.60
Lowest unoccupied orbital energy (eV): 0.272


(4)
DFT (the ωB97M-V functional and the def2-TZVPD basis) results for a cluster of 2 separate species, C20H36BrN2O4Si2 in total in a non-equilibrium geometry.

Last column: Mulliken charge in e.
Element x y z (Å)
C  -2.8037  -1.2531  -5.7396  -0.55
C  -3.4610  -1.7568  -4.3247  0.62
O  -3.9690  -0.7814  -3.5209  -0.54
O  -3.6014  -3.1468  -3.8639  -0.32
C  -2.3681  -3.9274  -4.0454  -0.43
C  -1.2751  -3.7565  -2.8061  -0.70
C  -0.2608  -2.4803  -3.1661  0.51
C  -0.5462  -1.2294  -2.1453  -0.41
C  -0.2592  -1.5449  -0.5624  -0.66
C  1.3184  -1.8018  -0.1856  -0.39
Br  1.4301  -3.5082  0.9001  -0.22
O  1.1469  -2.8959  -3.2666  -0.35
C  1.8437  -2.2432  -4.3881  0.29
O  2.4357  -2.9727  -5.3722  -0.57
C  1.9104  -0.5690  -4.4211  0.49
C  2.8131  0.0791  -3.2348  -0.14
C  2.8611  1.7518  -3.2035  -0.38
C  1.9415  2.3902  -4.4321  -0.24
C  1.1306  1.5453  -5.5624  -0.17
N  1.1347  0.0533  -5.5290  -0.42
H  -3.4513  -0.4436  -6.2844  0.31
H  -1.7638  -0.7255  -5.4922  0.03
H  -2.5532  -2.1233  -6.4944  0.27
H  -2.6959  -5.0743  -4.0052  0.32
H  -1.8370  -3.7852  -5.0785  0.23
H  -0.5744  -4.6856  -2.6661  0.34
H  -1.8648  -3.5073  -1.8263  0.25
H  -0.5918  -2.1374  -4.2592  0.10
H  0.0099  -0.2338  -2.4081  0.20
H  -1.7092  -0.9871  -2.2317  0.13
H  -0.5851  -0.5646  0.0351  0.30
H  -0.9932  -2.3950  -0.1610  0.35
H  1.6801  -0.9422  0.5571  0.38
H  2.0568  -1.7706  -1.0934  0.11
H  3.3814  -0.5592  -2.4090  0.36
H  3.4395  2.3768  -2.4019  0.33
H  1.8862  3.5755  -4.5087  0.26
H  0.5434  2.1493  -6.4025  0.29
C  0.4753  -1.4107  4.2647  -0.86
Si  0.3562  0.3480  4.9490  0.07
C  1.9643  0.6908  5.8517  -1.03
C  -1.0463  0.3530  6.1944  -1.04
N  0.0825  1.4388  3.6189  -0.06
Si  -0.0802  3.1528  3.8853  0.12
C  1.4604  3.9221  4.6277  -1.04
C  -1.5504  3.5834  4.9668  -1.04
C  -0.3610  3.9911  2.2135  -1.02
H  0.6469  -2.1198  5.0783  0.28
H  -0.4519  -1.6906  3.7542  0.23
H  1.3051  -1.4950  3.5541  0.10
H  2.2035  -0.1396  6.5230  0.37
H  1.8999  1.5936  6.4626  0.30
H  2.7933  0.8031  5.1460  0.22
H  -2.0151  0.2596  5.6944  0.23
H  -1.0490  1.2642  6.7960  0.31
H  -0.9404  -0.4910  6.8836  0.35
H  1.5770  3.6586  5.6816  0.31
H  1.4012  5.0135  4.5696  0.35
H  2.3562  3.6051  4.0857  0.24
H  -2.4510  3.0613  4.6293  0.24
H  -1.7485  4.6590  4.9218  0.35
H  -1.3703  3.3298  6.0142  0.31
H  -1.2721  3.6143  1.7391  0.24
H  0.4840  3.8129  1.5433  0.22
H  -0.4692  5.0725  2.3511  0.26

Calculated values
Net charge: -1
HOMO (eV): -3.25
E_tot (eV): -118282.968
Kohn-Sham gap (eV): 4.03
Lowest unoccupied orbital energy (eV): 0.788


(5)
DFT (the ωB97M-V functional and the def2-TZVPD basis) results for a cluster of 16 separate species, C49H139N23O19 in total in a non-equilibrium geometry.

Last column: Mulliken charge in e.
Element x y z (Å)
C  10.3619  -1.0755  -2.5255  0.60
O  10.2993  0.1272  -2.3920  -0.66
N  11.2885  -1.7743  -3.1027  -0.38
N  9.3467  -1.7718  -2.1510  -0.38
H  11.1783  -2.7780  -3.1229  0.17
H  12.0739  -1.3365  -3.5627  0.22
H  9.4400  -2.6503  -2.6405  0.18
H  8.4710  -1.2746  -2.2284  0.24
C  6.3785  4.5265  -7.8926  0.71
O  5.4112  4.5771  -8.6507  -0.68
N  6.6968  3.5870  -7.0754  -0.37
N  7.3652  5.3675  -7.9001  -0.39
H  6.0717  2.7971  -7.1491  0.21
H  7.5503  3.5984  -6.5354  0.17
H  7.3544  6.1943  -8.4801  0.21
H  8.0999  5.2479  -7.2175  0.14
C  2.1708  -7.1929  0.3361  0.69
O  2.9958  -6.3887  0.0172  -0.64
N  0.9457  -6.9396  0.7716  -0.37
N  2.2237  -8.4298  0.0016  -0.39
H  0.4352  -7.7973  0.9260  0.15
H  0.6474  -5.9768  0.8364  0.21
H  1.5032  -9.1130  0.1863  0.13
H  3.0417  -8.7898  -0.4689  0.21
C  8.3475  5.5890  -0.3196  0.67
O  9.2963  6.1732  -0.9035  -0.70
N  7.3888  6.2101  0.3167  -0.34
N  8.0545  4.3546  -0.4029  -0.34
H  6.7124  5.6539  0.8199  0.14
H  7.4257  7.2090  0.4618  0.20
H  7.3446  3.9741  0.2065  0.17
H  8.6963  3.7059  -0.8358  0.20
C  -3.8852  1.2486  4.9624  0.74
O  -4.1115  0.3051  4.2142  -0.67
N  -2.7167  1.8201  5.1081  -0.41
N  -4.7835  1.7371  5.7571  -0.40
H  -2.5687  2.4473  5.8858  0.16
H  -2.0021  1.4327  4.5085  0.21
H  -5.7697  1.5357  5.6740  0.22
H  -4.4734  2.3298  6.5139  0.15
C  2.8052  5.0288  3.1273  0.77
O  3.9402  4.5314  3.1017  -0.72
N  2.4022  5.9705  3.8612  -0.35
N  1.8187  4.4018  2.6039  -0.32
H  1.4189  6.2012  3.8521  0.13
H  3.0555  6.4717  4.4461  0.23
H  1.9791  3.5467  2.0910  0.16
H  0.9243  4.8707  2.6188  0.10
C  8.2750  -5.0185  2.0108  0.65
O  8.2732  -5.8014  1.0929  -0.66
N  9.3633  -4.6338  2.6497  -0.40
N  7.2493  -4.3897  2.4212  -0.40
H  10.2776  -4.9506  2.3605  0.21
H  9.2920  -4.0039  3.4360  0.16
H  6.4136  -4.5826  1.8879  0.24
H  7.3716  -3.5067  2.8961  0.20
C  -7.2258  8.6505  -8.5302  -0.78
O  -6.6673  7.4037  -8.8362  -0.32
C  -7.5433  6.3129  -9.1696  -0.49
C  -6.7248  5.1560  -9.7695  -0.79
N  -5.4265  4.9899  -9.1313  -0.35
C  -5.4360  4.3045  -7.8939  -0.56
C  -3.9969  3.9066  -7.4813  -0.52
O  -3.1190  5.0208  -7.2644  -0.33
C  -1.9864  4.7176  -6.3324  -0.63
H  -7.7113  9.1131  -9.3895  0.27
H  -6.4140  9.2266  -8.0860  0.24
H  -7.9727  8.4912  -7.7525  0.33
H  -8.3197  6.6485  -9.8571  0.46
H  -8.0096  6.0847  -8.2112  0.32
H  -6.6577  5.3467  -10.8405  0.35
H  -7.3575  4.2712  -9.6989  0.34
H  -5.1155  5.9453  -9.0284  0.35
H  -6.0499  3.4089  -7.9892  0.37
H  -5.8834  4.9199  -7.1133  0.29
H  -3.5252  3.2164  -8.1807  0.30
H  -4.1042  3.3831  -6.5313  0.38
H  -1.7021  5.6460  -5.8371  0.21
H  -1.1387  4.5175  -6.9877  0.24
H  -2.2546  3.9501  -5.6063  0.31
C  -1.2770  -1.9859  10.0140  -0.70
O  -2.6369  -1.8828  10.4808  -0.31
C  -3.5366  -2.5005  9.6203  -0.47
C  -4.9862  -2.4729  10.2066  -0.58
N  -6.0404  -3.3349  9.6560  -0.28
C  -7.3208  -2.8563  10.1821  -0.72
C  -7.6393  -3.3583  11.6262  -0.52
O  -8.0472  -4.7544  11.6028  -0.34
C  -8.4130  -5.2041  12.9634  -0.67
H  -1.0349  -2.9428  9.5516  0.30
H  -0.5810  -1.8288  10.8380  0.25
H  -1.1064  -1.2575  9.2213  0.27
H  -3.2198  -3.5435  9.6178  0.28
H  -3.4974  -2.0545  8.6264  0.31
H  -5.3292  -1.4383  10.2153  0.27
H  -4.8894  -2.6978  11.2688  0.26
H  -5.9224  -4.2510  10.0645  0.27
H  -8.0947  -3.3147  9.5665  0.34
H  -7.3487  -1.7722  10.0715  0.38
H  -8.5174  -2.8523  12.0274  0.45
H  -6.8250  -3.1769  12.3277  0.40
H  -8.7981  -6.2217  12.8971  0.23
H  -9.1569  -4.5270  13.3833  0.28
H  -7.5046  -5.0776  13.5523  0.29
C  8.3098  -1.9539  -9.4931  -0.72
O  7.1198  -2.8038  -9.3602  -0.37
C  6.7241  -2.9877  -8.0317  -0.57
C  6.1943  -1.7619  -7.2553  -0.71
N  5.0028  -1.2162  -7.8939  -0.26
C  3.9157  -1.9770  -7.2748  -0.43
C  2.4756  -1.5444  -7.7573  -0.62
O  1.5419  -2.5626  -7.4260  -0.32
C  0.3679  -2.0567  -6.8977  -0.76
H  8.2143  -0.9730  -9.0275  0.28
H  8.6276  -2.0175  -10.5339  0.27
H  9.0738  -2.3907  -8.8500  0.32
H  7.6234  -3.2953  -7.4982  0.41
H  5.9619  -3.7669  -8.0218  0.35
H  7.0079  -1.0369  -7.2769  0.36
H  6.0689  -2.0456  -6.2103  0.36
H  5.0182  -1.4249  -8.8819  0.30
H  3.9163  -2.0889  -6.1906  0.29
H  3.8306  -3.0128  -7.6034  0.25
H  2.5009  -1.3102  -8.8215  0.28
H  2.2611  -0.5487  -7.3691  0.37
H  -0.3568  -2.8709  -6.9067  0.27
H  -0.0076  -1.3848  -7.6695  0.34
H  0.3531  -1.4783  -5.9740  0.30
C  1.5118  -1.0455  2.0486  -1.27
C  0.5213  -0.7498  0.9451  0.46
C  1.1303  -0.5272  -0.5756  -0.79
O  2.1315  0.5125  -0.5639  -0.24
C  2.7183  0.8177  -1.8148  -0.75
N  -0.5296  -1.7736  0.8652  -0.64
H  0.8827  -1.0962  2.9373  0.36
H  2.2453  -0.2409  2.1002  0.30
H  2.0504  -1.9686  1.8342  0.27
H  0.0537  0.1958  1.2193  0.20
H  0.3152  -0.2287  -1.2349  0.38
H  1.6355  -1.4252  -0.9313  0.40
H  3.3150  0.0006  -2.2203  0.29
H  3.3957  1.6641  -1.7025  0.24
H  1.9353  0.9945  -2.5523  0.29
H  -0.9165  -1.6986  -0.0647  0.23
H  -1.2720  -1.5164  1.4999  0.25
C  -3.7627  5.3555  0.0079  -1.37
C  -3.9138  6.3558  1.1901  0.53
C  -5.3772  6.3414  1.7486  -0.69
O  -6.2763  6.6567  0.7148  -0.35
C  -6.4823  8.0578  0.3864  -0.74
N  -2.9160  5.9934  2.1210  -0.63
H  -3.6208  4.3139  0.2961  0.30
H  -2.8812  5.6135  -0.5790  0.31
H  -4.5459  5.4320  -0.7462  0.35
H  -3.8125  7.3241  0.7000  0.19
H  -5.3553  7.0532  2.5738  0.36
H  -5.6702  5.4720  2.3371  0.37
H  -6.6850  8.0628  -0.6846  0.27
H  -5.6341  8.7280  0.5258  0.33
H  -7.4025  8.4307  0.8362  0.27
H  -3.1877  5.2879  2.7907  0.21
H  -2.8694  6.7749  2.7591  0.29
C  -5.8756  -0.8601  -1.1507  -1.36
C  -5.8723  -1.4989  -2.5606  0.61
C  -5.5619  -3.0208  -2.5339  -0.85
O  -4.1887  -3.2797  -2.2623  -0.22
C  -3.7306  -4.5800  -2.4989  -0.70
N  -7.2096  -1.2209  -3.1390  -0.74
H  -4.8553  -0.9588  -0.7800  0.27
H  -6.5209  -1.3381  -0.4137  0.32
H  -6.2113  0.1750  -1.0869  0.40
H  -5.1453  -1.0087  -3.2081  0.18
H  -5.8427  -3.4886  -3.4776  0.41
H  -6.2056  -3.6064  -1.8775  0.38
H  -2.6601  -4.5613  -2.2949  0.19
H  -3.9866  -4.7249  -3.5485  0.29
H  -4.3625  -5.1314  -1.8027  0.30
H  -7.3888  -0.2270  -3.1445  0.26
H  -7.9750  -1.6065  -2.6046  0.25
C  2.6620  9.1396  -6.5121  -1.39
C  3.3913  9.5436  -5.3003  0.57
C  3.4840  8.5559  -4.0881  -0.64
O  2.2467  8.3700  -3.4392  -0.30
C  2.3618  7.9191  -2.0927  -0.79
N  4.7078  10.0541  -5.7740  -0.71
H  3.1024  8.3952  -7.1754  0.33
H  2.5563  9.9655  -7.2156  0.35
H  1.6817  8.7237  -6.2795  0.35
H  2.8882  10.3931  -4.8386  0.19
H  4.2439  8.9658  -3.4227  0.32
H  3.8253  7.6244  -4.5396  0.29
H  1.3826  7.8732  -1.6159  0.28
H  2.9395  8.5524  -1.4195  0.32
H  2.8041  6.9307  -1.9676  0.32
H  5.1990  9.4184  -6.3861  0.26
H  5.3747  10.0411  -5.0157  0.25
C  4.9038  -7.3233  10.8912  -1.38
C  4.7911  -8.4192  9.9091  0.58
C  4.5185  -7.9314  8.4924  -0.69
O  3.2812  -7.1107  8.4258  -0.30
C  3.1444  -6.6379  7.0823  -0.71
N  5.9530  -9.3622  9.9856  -0.75
H  5.1645  -7.6078  11.9106  0.39
H  3.9719  -6.7908  11.0810  0.31
H  5.6708  -6.6413  10.5241  0.29
H  3.8886  -8.9445  10.2215  0.19
H  4.4786  -8.7583  7.7834  0.36
H  5.4236  -7.3391  8.3576  0.34
H  3.9706  -6.0395  6.6985  0.30
H  2.1939  -6.1132  6.9863  0.26
H  3.0992  -7.5063  6.4250  0.29
H  5.9434  -9.8037  10.8939  0.26
H  5.9088  -10.2068  9.4334  0.24
C  -4.3627  -5.7640  4.5065  -1.40
C  -5.5350  -5.6455  3.5808  0.51
C  -6.3118  -6.9341  3.3884  -0.75
O  -5.5733  -7.9955  2.7590  -0.28
C  -6.2421  -9.1274  2.2453  -0.75
N  -6.5108  -4.6695  4.0501  -0.72
H  -3.7375  -4.8801  4.3803  0.36
H  -3.6891  -6.5599  4.1890  0.35
H  -4.6476  -5.9220  5.5467  0.36
H  -5.2093  -5.3296  2.5897  0.30
H  -7.1929  -6.7449  2.7752  0.37
H  -6.5540  -7.2883  4.3904  0.23
H  -6.9467  -8.8537  1.4601  0.31
H  -6.6592  -9.8014  2.9936  0.28
H  -5.4851  -9.6881  1.6969  0.25
H  -6.1098  -3.7898  3.7578  0.31
H  -6.3751  -4.5783  5.0468  0.26

Calculated values
HOMO (eV): -8.38
E_tot (eV): -126231.471
Kohn-Sham gap (eV): 8.18
Lowest unoccupied orbital energy (eV): -0.206